(1)
37
Properties=species:S:1:pos:R:3:mulliken_charge:R:1 method="wB97M-V/def2-TZVPD" e_homo_ev="-15.7 / -15.9" s_squared=0.751 total_charge=+2 energy_ha=-2223.3834 spin_multiplicity=2 mol_weight_g_mol=417.78 lumo_energy_ev="-7.99 / -7.99"
C 0.070 -0.099 -3.867 -0.78
C 0.621 0.156 -2.616 0.72
H 0.859 -0.148 -4.647 0.41
H -0.613 0.743 -4.121 0.35
H -0.531 -1.027 -3.794 0.30
O 1.312 0.206 -1.686 -0.14
Cl -1.718 -0.109 -1.069 -0.41
Ce -1.021 -0.043 1.614 1.02
P -0.167 2.530 0.405 0.75
C 1.354 3.491 0.763 -1.21
C -0.487 3.233 -1.258 -1.28
H -0.687 4.310 -1.177 0.47
H -1.504 4.484 0.924 0.42
H -1.346 2.745 -1.726 0.34
H -2.431 2.978 1.215 0.44
H 2.112 3.179 0.028 0.37
H 0.394 3.087 -1.894 0.33
C -1.453 3.470 1.345 -1.38
H 1.175 4.575 0.657 0.39
H -1.204 3.525 2.416 0.43
H 1.728 3.284 1.776 0.38
P 0.041 -2.485 0.154 0.78
C 1.556 -3.385 0.598 -1.32
C -1.246 -3.466 0.980 -1.43
H -1.030 -2.733 -2.038 0.30
H -0.214 -4.225 -1.524 0.50
H 0.740 -2.864 -2.147 0.36
C -0.137 -3.128 -1.547 -1.30
H -2.208 -2.947 0.932 0.46
H -1.330 -4.412 0.443 0.42
H 1.441 -4.458 0.398 0.41
H 1.813 -3.240 1.651 0.40
H -0.992 -3.668 2.022 0.44
H 2.371 -2.995 -0.022 0.38
C 1.480 -0.175 1.548 0.31
O 2.591 -0.281 1.233 -0.13
F -2.356 -0.244 3.141 -0.51



(2)
11
Properties=species:S:1:pos:R:3:mulliken_charge:R:1 method="wB97M-V/def2-TZVPD" e_homo_ev=-9.8 energy_ha=-786.1829 spin_multiplicity=1 mol_weight_g_mol=122.53 lumo_energy_ev=0.44
C 0.961 1.874 0.474 -0.27
N -0.162 1.239 0.779 -0.34
N -0.214 -0.042 1.412 -0.25
C -0.280 -1.114 0.680 -0.18
C -0.696 -1.044 -0.808 0.15
F -1.607 -1.994 -1.085 -0.22
Cl 0.687 -1.098 -2.040 -0.18
H 0.911 2.774 -0.211 0.25
H 1.905 1.399 0.598 0.32
H -0.337 -1.953 1.316 0.44
H -1.168 -0.041 -1.115 0.28



(3)
27
Properties=species:S:1:pos:R:3:mulliken_charge:R:1 method="wB97M-V/def2-TZVPD" e_homo_ev="-5.9 / -8.5" s_squared=2.007 energy_ha=-1068.4049 spin_multiplicity=3 mol_weight_g_mol=190.17 lumo_energy_ev="0.96 / -1.07"
C 1.849 1.298 0.916 0.01
C 5.040 -0.008 -0.023 -1.37
C 2.996 -1.412 -0.534 -1.21
C -3.280 -1.103 1.011 -1.39
C -4.338 0.142 -0.902 -1.31
C 3.556 0.002 -0.378 0.43
C -3.616 0.270 0.439 0.17
N 2.832 0.681 0.640 -0.24
N -2.387 1.038 0.332 -0.22
P 0.411 1.856 -0.180 -0.10
P -1.164 0.591 -0.744 -0.01
H 5.610 -0.483 -0.818 0.38
H 5.402 1.009 0.107 0.35
H 5.201 -0.556 0.902 0.35
H 3.193 -1.996 0.362 0.35
H 3.462 -1.900 -1.385 0.35
H 1.920 -1.372 -0.699 0.26
H -4.179 -1.703 1.122 0.40
H -2.590 -1.614 0.341 0.35
H -2.800 -0.997 1.980 0.34
H -4.540 1.125 -1.322 0.35
H -5.277 -0.389 -0.774 0.40
H -3.712 -0.409 -1.600 0.35
H 3.400 0.553 -1.320 0.29
H -4.264 0.807 1.143 0.36
H -2.486 2.024 0.537 0.36
H -0.239 2.542 0.847 0.00



(4)
56
Properties=species:S:1:pos:R:3:mulliken_charge:R:1 method="wB97M-V/def2-TZVPD" e_homo_ev=-18.9 total_charge=+3 energy_ha=-2583.2648 spin_multiplicity=1 mol_weight_g_mol=544.04 lumo_energy_ev=-10.90
Ru 0.106 0.409 0.091 0.60
N -1.762 1.275 0.543 -0.28
C -2.788 1.652 -0.476 -0.55
C -3.399 0.427 -1.114 -0.80
C -2.337 -0.421 -1.774 -0.52
N -1.335 -0.885 -0.771 -0.38
H -2.165 0.688 1.274 0.39
H -1.466 2.134 1.004 0.39
H -2.307 2.297 -1.210 0.34
H -3.547 2.244 0.038 0.41
H -4.124 0.743 -1.865 0.39
H -3.959 -0.157 -0.376 0.31
H -1.802 0.125 -2.549 0.38
H -2.773 -1.311 -2.229 0.45
H -0.694 -1.542 -1.216 0.47
H -1.801 -1.411 -0.032 0.23
O 0.308 2.428 -0.180 -0.59
Cl 0.641 2.397 -1.710 1.84
O -0.308 3.149 -2.397 -0.50
O 1.976 2.752 -1.905 -0.54
O 0.434 0.915 -1.914 -0.50
C 1.184 -4.870 2.160 -1.23
C 0.574 -3.828 1.233 -0.53
S 1.507 -2.288 1.266 0.52
O 0.834 -1.488 0.084 -0.63
C 3.107 -2.795 0.612 -0.65
C 3.072 -3.491 -0.735 -1.17
H 0.541 -5.749 2.151 0.41
H 1.243 -4.519 3.190 0.32
H 2.172 -5.190 1.833 0.33
H -0.427 -3.542 1.563 0.39
H 0.534 -4.145 0.190 0.47
H 3.515 -3.418 1.413 0.65
H 3.696 -1.879 0.607 0.33
H 2.672 -4.501 -0.663 0.33
H 4.093 -3.575 -1.106 0.43
H 2.496 -2.922 -1.464 0.25
C 0.260 -0.583 4.597 -1.00
S 0.666 0.580 3.314 0.57
C -0.159 2.029 3.941 -1.17
O -0.224 0.086 2.123 -0.44
H -0.822 -0.629 4.713 0.39
H 0.736 -0.236 5.516 0.49
H 0.670 -1.549 4.313 0.24
H 0.369 2.329 4.850 0.52
H -1.201 1.807 4.166 0.41
H -0.061 2.830 3.208 0.34
N 5.282 0.230 -1.063 -0.61
N 4.163 0.676 -0.417 1.10
N 4.223 1.589 0.528 -0.86
C 2.978 1.620 0.960 -0.63
N 2.223 0.734 0.290 1.01
N 3.006 0.137 -0.603 -0.27
H 6.017 0.926 -0.968 0.34
H 5.071 0.035 -2.038 0.30
H 2.635 2.298 1.720 0.49



(5)
15
Properties=species:S:1:pos:R:3:mulliken_charge:R:1 method="wB97M-V/def2-TZVPD" e_homo_ev=-9.7 energy_ha=-233.6230 spin_multiplicity=1 mol_weight_g_mol=74.12 lumo_energy_ev=1.19
C -2.107 -0.673 -0.664 -1.21
C -1.043 -0.254 0.332 -0.14
O -0.215 0.716 -0.274 -0.34
C 0.992 0.962 0.421 -0.34
C 2.134 0.090 -0.089 -0.98
H -2.801 -1.380 -0.195 0.37
H -1.660 -1.148 -1.544 0.30
H -2.675 0.202 -0.995 0.29
H -1.529 0.167 1.231 0.27
H -0.455 -1.128 0.661 0.29
H 0.847 0.813 1.502 0.31
H 1.239 2.020 0.268 0.29
H 3.058 0.317 0.455 0.35
H 2.306 0.271 -1.155 0.27
H 1.910 -0.974 0.044 0.27



(6)
9
Properties=species:S:1:pos:R:3:mulliken_charge:R:1 method="wB97M-V/def2-TZVPD" e_homo_ev="-8.8 / -8.8" energy_ha=-296.4046 spin_multiplicity=1 mol_weight_g_mol=76.06 lumo_energy_ev="-0.22 / -0.65"
N 1.210 0.519 0.159 0.09
N -0.060 -1.464 0.047 -0.38
N -1.222 1.178 0.104 -0.51
N 0.269 -0.217 0.371 0.21
O 2.444 0.268 0.135 -0.50
H -0.003 -1.536 -0.958 0.24
H -0.894 -1.922 0.530 0.29
H -0.959 1.150 -0.921 0.27
H -0.784 2.024 0.533 0.28



(7)
9
Properties=species:S:1:pos:R:3:mulliken_charge:R:1 method="wB97M-V/def2-TZVPD" e_homo_ev=-11.2 energy_ha=-321.2794 spin_multiplicity=1 mol_weight_g_mol=85.06 lumo_energy_ev=-1.14
N 0.377 2.556 0.387 -0.35
C 0.361 1.501 -0.194 0.14
C 0.702 0.129 -0.629 0.59
O 1.428 -0.013 -1.635 -0.48
C -0.145 -0.947 0.103 -0.21
O -1.011 -0.427 1.095 -0.51
H -0.802 -1.476 -0.671 0.24
H 0.572 -1.755 0.671 0.25
H -1.482 0.431 0.871 0.32